# 1
16
Properties=species:S:1:pos:R:3:mulliken_charge:R:1 method="wB97M-V/def2-TZVPD" fmax_ev_per_a=5.30 e_above_lowest_kj_mol=596.6 charge=+1 energy_ha=-250.778050 multiplicity=1
C 3.31 1.12 -0.36 -0.4606
C 2.59 0.02 -0.22 -0.0076
C -1.88 0.29 0.52 0.1515
C -3.13 0.45 1.02 -0.6330
C -0.24 -1.05 -0.49 -0.5272
N -1.54 -0.62 -0.47 -0.1197
H 4.34 1.04 -0.03 0.2507
H 3.01 1.98 -0.93 0.2753
H -1.07 0.93 0.82 0.3354
H 1.49 0.02 -0.30 -0.1664
H 2.96 -0.85 0.31 0.2622
H -3.44 1.42 1.39 0.2548
H -3.86 -0.35 0.98 0.2567
H -0.14 -1.93 0.15 0.4047
H -0.10 -1.25 -1.55 0.3922
H -2.28 -1.23 -0.82 0.3310

---

# 2
14
Properties=species:S:1:pos:R:3:mulliken_charge:R:1 method="wB97M-V/def2-TZVPD" fmax_ev_per_a=2.50 e_above_lowest_kj_mol=418.7 energy_ha=-324.564987 multiplicity=1
C 0.33 -0.31 1.98 -1.0502
C 0.12 -0.31 0.56 0.4931
O -0.86 -1.07 -0.02 -0.4830
C -0.37 -0.51 -1.27 -0.2269
C -0.76 0.97 -1.24 -0.4163
N 0.31 1.22 -0.25 -0.6261
C 0.94 -0.07 -0.58 0.0065
H -0.57 -0.10 2.59 0.2727
H 1.16 0.37 2.22 0.2753
H 0.60 -1.40 1.93 0.2775
H -0.48 -1.18 -2.11 0.4512
H -0.65 1.45 -2.22 0.3029
H -1.76 1.19 -0.84 0.2524
H 1.99 -0.25 -0.76 0.4710

---

# 3
13
Properties=species:S:1:pos:R:3:mulliken_charge:R:1 method="wB97M-V/def2-TZVPD" fmax_ev_per_a=9.41 smiles="N=C1NCCN1" e_above_lowest_kj_mol=188.0 energy_ha=-282.702635 multiplicity=1
N 0.76 2.19 0.24 -0.6118
C 0.49 1.04 0.11 0.2848
N 0.73 -0.15 0.90 -0.3029
C -0.28 -1.07 0.44 -0.5652
C -0.75 -0.77 -0.90 -0.2955
N -0.13 0.68 -1.01 -0.1671
H 1.32 2.32 1.16 0.2307
H 0.97 -0.24 1.88 0.2347
H 0.10 -1.98 0.42 0.3993
H -1.11 -0.98 1.12 0.2647
H -0.18 -1.54 -1.48 0.1923
H -1.85 -0.76 -1.19 0.2577
H -0.07 1.26 -1.69 0.0780

---

# 4
67
Properties=species:S:1:pos:R:3:mulliken_charge:R:1 method="wB97M-V/def2-TZVPD" fmax_ev_per_a=1.65 smiles="CCN(C[SH](=O)=O)S(=O)(=O)F.COC(=O)OC.COC(=O)OC.COC(=O)OC.COC(=O)OC" e_above_lowest_kj_mol=0.0 energy_ha=-2745.550077 multiplicity=1
C 2.63 1.97 -1.23 -1.1417
C 2.82 1.09 -2.46 -0.7575
N 1.85 -0.07 -2.50 0.2685
C 2.50 -1.25 -3.11 -0.8348
S 3.48 -2.09 -1.85 0.9831
O 2.67 -3.14 -1.30 -0.6068
O 4.10 -1.16 -0.96 -0.5267
S 0.57 0.36 -3.47 0.8569
O 0.21 1.71 -3.22 -0.5221
O 0.81 -0.01 -4.82 -0.6110
F -0.52 -0.59 -2.93 -0.0141
H 2.71 3.02 -1.53 0.3706
H 3.44 1.79 -0.52 0.3141
H 1.67 1.81 -0.74 0.1774
H 2.73 1.70 -3.36 0.5423
H 3.82 0.68 -2.47 0.5377
H 3.13 -0.95 -3.95 0.4746
H 1.75 -1.97 -3.43 0.4007
H 4.44 -2.70 -2.60 0.1463
C 1.20 2.74 5.10 -0.5513
O 0.95 2.38 3.73 -0.3599
C 1.59 1.29 3.33 0.8129
O 2.33 0.63 4.01 -0.5509
O 1.27 1.05 2.06 -0.2978
C 1.90 -0.10 1.50 -0.5490
H 0.62 3.63 5.29 0.2332
H 0.88 1.94 5.77 0.2249
H 2.26 2.95 5.25 0.2899
H 1.61 -1.00 2.04 0.4363
H 2.98 0.00 1.50 0.3238
H 1.55 -0.17 0.47 -0.0455
C -2.53 -2.81 -2.19 -0.5074
O -2.97 -3.53 -1.03 -0.3545
C -3.19 -2.76 0.03 0.8298
O -3.04 -1.56 0.08 -0.5544
O -3.59 -3.53 1.04 -0.3314
C -3.86 -2.83 2.25 -0.5950
H -2.39 -3.55 -2.97 0.2957
H -3.29 -2.09 -2.50 0.2920
H -1.60 -2.31 -1.99 0.1579
H -4.66 -2.10 2.11 0.2911
H -2.96 -2.33 2.61 0.2719
H -4.17 -3.58 2.97 0.2148
C -1.66 1.59 -5.98 -0.6139
O -1.80 2.57 -7.01 -0.3232
C -2.80 3.43 -6.82 0.7658
O -3.56 3.44 -5.88 -0.5422
O -2.82 4.29 -7.84 -0.3242
C -3.85 5.27 -7.76 -0.6271
H -0.83 0.96 -6.27 0.2982
H -1.45 2.07 -5.03 0.2254
H -2.56 0.98 -5.91 0.3222
H -3.73 5.89 -6.86 0.2933
H -4.83 4.80 -7.75 0.2929
H -3.75 5.89 -8.64 0.2158
C 1.89 -2.23 5.35 -0.5344
O 1.12 -2.84 6.40 -0.3494
C 0.66 -1.98 7.31 0.8004
O 0.82 -0.79 7.31 -0.5452
O -0.02 -2.68 8.22 -0.3393
C -0.59 -1.88 9.27 -0.6287
H 2.20 -3.03 4.69 0.2856
H 1.29 -1.51 4.80 0.1823
H 2.77 -1.73 5.76 0.3106
H -1.29 -1.16 8.86 0.2944
H 0.20 -1.36 9.82 0.2920
H -1.11 -2.57 9.93 0.2142

---

# 5
29
Properties=species:S:1:pos:R:3:mulliken_charge:R:1 method="wB97M-V/def2-TZVPD" fmax_ev_per_a=4.38 e_above_lowest_kj_mol=381.1 energy_ha=-1030.438199 multiplicity=1
C 3.57 -1.19 0.34 -0.8069
C 2.99 -0.01 0.34 -0.1410
C -0.99 -1.49 -0.11 0.6915
C -1.35 -2.26 1.12 -1.4676
C -1.32 2.22 -1.32 -1.4171
C 1.71 0.27 -0.37 -0.3808
C -1.30 0.70 -1.38 -0.5527
C -2.51 0.61 1.19 -1.2027
C -1.07 0.02 -0.06 0.2930
N -3.71 0.26 0.52 1.0928
O -0.56 -2.00 -1.11 -0.5626
O -4.23 1.10 -0.18 -0.5611
O -4.14 -0.87 0.67 -0.6097
S 0.39 0.57 0.89 -0.0695
H 4.49 -1.37 0.87 0.2711
H 3.16 -2.03 -0.19 0.2619
H 3.41 0.82 0.89 0.3346
H -2.44 -2.26 1.22 0.3292
H -0.92 -1.80 2.01 0.3339
H -1.01 -3.29 1.02 0.4047
H -2.26 2.58 -0.89 0.3010
H -1.25 2.63 -2.33 0.3946
H -0.50 2.61 -0.74 0.3503
H 1.40 -0.58 -0.97 0.3048
H 1.78 1.17 -0.98 0.3156
H -0.50 0.37 -2.05 0.4955
H -2.24 0.33 -1.80 0.5517
H -2.32 0.04 2.09 0.5122
H -2.33 1.67 1.25 0.5335

---

# 6
29
Properties=species:S:1:pos:R:3:mulliken_charge:R:1 method="wB97M-V/def2-TZVPD" fmax_ev_per_a=6.11 smiles="C[C@H](N)C(=O)N[C@@H](CCC(=O)O)C(=O)O" e_above_lowest_kj_mol=408.6 energy_ha=-798.870186 multiplicity=1
C -3.67 -1.61 0.20 -1.0960
C -2.46 -0.52 0.41 0.1227
N -3.04 0.82 0.23 -0.5983
C -1.29 -0.88 -0.63 0.1510
O -1.48 -1.80 -1.44 -0.6395
N -0.18 0.00 -0.73 -0.1828
C 0.47 0.74 0.36 -0.0083
C 1.90 0.19 0.73 -0.9685
C 2.88 -0.22 -0.39 -0.2953
C 4.23 -0.64 0.05 0.4900
O 4.26 -1.31 1.09 -0.5591
O 5.32 -0.46 -0.70 -0.5369
C 0.40 2.24 -0.16 0.5204
O 1.38 2.77 -0.55 -0.5264
O -0.90 2.63 -0.14 -0.5668
H -4.56 -1.34 0.98 0.3244
H -4.24 -1.77 -0.75 0.2978
H -3.24 -2.49 0.81 0.3380
H -2.27 -0.65 1.56 0.3128
H -3.45 1.01 1.20 0.3221
H -3.75 0.85 -0.53 0.2524
H 0.40 -0.52 -1.56 0.2670
H -0.11 0.69 1.23 0.4858
H 2.55 0.95 1.25 0.2588
H 1.73 -0.64 1.32 0.4492
H 2.72 -1.10 -1.20 0.1713
H 2.90 0.73 -1.22 0.3088
H 5.18 0.41 -1.37 0.4197
H -1.67 1.92 -0.02 0.4859